Molecular formula: C3H9N3O
Method: DFT, the ωB97M-V functional and the def2-TZVPD basis

Computed properties:
- gap between HOMO and LUMO (alpha / beta) (eV) = 7.6 / 10.6
- molecular weight (g mol⁻¹) = 103.1
- highest occupied orbital energy (alpha / beta) (Ha) = -0.60866 / -0.68021
- multiplicity = 1
- calculated total energy (eV) = -9749.648
- charge = +2
- energy relative to the best compared isomer or geometry (same formula, charge and spin) (kJ/mol) = 624.6

XYZ file:
```
16
Properties=species:S:1:pos:R:3:lowdin_charge:R:1
C -3.06 -0.35 -1.48 0.393
C -1.70 -0.44 0.70 -0.225
C -0.68 0.60 0.95 0.022
N -2.45 -0.38 -0.49 0.148
N 1.75 -0.40 0.21 0.000
N 2.65 0.68 -0.01 0.173
O 1.55 -1.03 -0.97 0.047
H -3.52 -0.46 -2.39 0.131
H -1.32 -1.49 1.00 0.182
H -2.55 -0.23 1.45 0.185
H -0.65 1.69 0.50 0.119
H 0.12 0.50 1.74 0.082
H 2.11 1.53 -0.19 0.160
H 3.30 0.66 -0.90 0.247
H 3.29 0.98 0.77 0.210
H 1.16 -1.89 -0.89 0.125
```